(1)
{"formula": "C3HN3O", "method": "ωB97M-V with the def2-TZVPD basis set", "gap_ev": 9.9, "homo_ev": -10.6, "e_above_lowest_kcal_mol": 98.9, "e_lumo_ev": -0.714, "smiles": "C#Cc1nnon1", "species": ["C", "C", "C", "N", "N", "O", "N", "H"], "positions_angstrom": [[-2.29, -0.13, -0.12], [-1.13, 0.17, 0.03], [0.34, 0.04, -0.16], [1.03, -1.10, -0.01], [2.21, -0.82, 0.00], [2.25, 0.64, -0.05], [1.03, 1.22, 0.00], [-3.44, -0.02, 0.31]]}

(2)
{"formula": "C3HN3O2", "method": "ωB97M-V with the def2-TZVPD basis set", "gap_ev": 9.9, "homo_ev": -11.3, "e_above_lowest_kcal_mol": 38.7, "e_lumo_ev": -1.337, "smiles": "N#Cc1nc(=O)[nH]o1", "species": ["N", "C", "C", "N", "C", "O", "N", "O", "H"], "positions_angstrom": [[2.42, -0.56, -2.12], [1.53, -0.23, -1.45], [0.49, -0.05, -0.44], [0.46, 0.77, 0.60], [-0.81, 0.48, 1.17], [-1.26, 1.04, 2.15], [-1.54, -0.49, 0.35], [-0.63, -0.78, -0.69], [-1.56, -1.34, 0.84]]}

(3)
{"formula": "C3HN3S2", "method": "ωB97M-V with the def2-TZVPD basis set", "gap_ev": [8.4, 8.4], "homo_ev": [-8.9, -8.9], "e_above_lowest_kcal_mol": 55.1, "e_lumo_ev": [-0.463, -0.463], "species": ["C", "C", "C", "N", "N", "N", "S", "S", "H"], "positions_angstrom": [[-1.76, -0.20, -0.03], [-0.07, 1.21, 0.15], [0.97, -1.69, 0.12], [-1.31, 0.97, 0.03], [1.08, 1.49, 0.08], [2.25, 1.01, -0.08], [-0.73, -1.67, 0.04], [2.32, -0.81, -0.02], [-2.75, -0.30, -0.29]]}

(4)
{"formula": "C3HN4O6S", "method": "ωB97M-V with the def2-TZVPD basis set", "gap_ev": 7.9, "homo_ev": -4.6, "total_charge": -1, "e_above_lowest_kcal_mol": 10.4, "e_lumo_ev": 3.283, "species": ["C", "C", "C", "N", "N", "N", "N", "O", "O", "O", "O", "O", "O", "S", "H"], "positions_angstrom": [[-2.40, -0.63, -0.63], [-1.32, 2.16, 0.06], [1.62, -1.86, 0.14], [-3.33, 0.02, -0.40], [1.00, 1.43, 0.90], [0.71, -2.77, -0.06], [1.41, 0.59, 0.14], [-0.99, 2.15, -1.04], [2.20, 0.72, -0.72], [-1.65, 2.32, 1.16], [2.85, -1.97, 0.12], [0.93, -0.61, 0.43], [-1.35, -1.31, -0.90], [-0.85, -2.62, 0.24], [1.19, 2.36, 0.57]]}

(5)
{"formula": "C3HN5", "method": "ωB97M-V with the def2-TZVPD basis set", "gap_ev": 8.7, "homo_ev": -10.5, "e_above_lowest_kcal_mol": 14.1, "e_lumo_ev": -1.807, "smiles": "N#Cc1nncnn1", "species": ["N", "C", "C", "N", "N", "C", "N", "N", "H"], "positions_angstrom": [[-3.44, -0.07, -0.05], [-2.26, 0.10, 0.19], [-0.80, 0.16, -0.04], [-0.26, -1.06, -0.14], [1.05, -1.19, -0.10], [1.81, -0.10, 0.12], [1.24, 1.15, 0.00], [-0.16, 1.27, -0.20], [2.82, -0.25, 0.22]]}

(6)
{"formula": "C3HNO", "method": "ωB97M-V with the def2-TZVPD basis set", "gap_ev": [8.8, 8.8], "homo_ev": [-9.9, -9.9], "e_above_lowest_kcal_mol": 98.2, "e_lumo_ev": [-1.140, -1.140], "species": ["C", "C", "C", "N", "O", "H"], "positions_angstrom": [[0.67, -0.68, 0.17], [0.74, 0.28, -0.63], [-0.95, 0.77, 0.02], [-0.29, 1.14, -0.98], [-1.24, 0.03, 0.84], [1.07, -1.54, 0.59]]}